(1)
{"formula": "C3H4Cl2N2", "method": "ωB97M-V/def2-TZVPD", "symbols": ["C", "C", "C", "N", "N", "Cl", "Cl", "H", "H", "H", "H"], "xyz": [[1.45, -0.38, -0.48], [0.09, -0.64, -0.49], [-2.10, -0.05, 0.50], [1.85, 0.68, 0.12], [-0.89, 0.21, 0.03], [3.48, 1.18, 0.11], [-0.28, 1.78, 0.39], [2.12, -1.07, -0.91], [-0.16, -1.66, -0.47], [-2.68, 0.79, 0.89], [-2.88, -0.84, 0.31]], "lumo_energy_ev": [-0.1504, -0.4644]}

***

(2)
{"formula": "C4H12N2S", "method": "ωB97M-V/def2-TZVPD", "symbols": ["C", "C", "C", "C", "N", "N", "S", "H", "H", "H", "H", "H", "H", "H", "H", "H", "H", "H", "H"], "xyz": [[-0.89, -1.45, -0.62], [-0.23, 0.96, -1.30], [1.53, -0.65, -0.69], [0.04, -0.27, -0.49], [0.57, 1.54, 2.07], [-1.56, 0.06, 1.75], [-0.07, 0.29, 1.38], [-0.96, -1.95, 0.28], [-1.90, -1.05, -0.84], [-0.52, -2.06, -1.39], [0.59, 1.75, -1.15], [-1.01, 1.57, -0.83], [-0.42, 0.75, -2.38], [2.30, -0.02, -0.09], [1.59, -1.70, -0.43], [1.70, -0.49, -1.71], [0.10, 2.44, 1.77], [-1.68, 0.74, 2.58], [0.81, -0.47, 2.06]], "lumo_energy_ev": 0.7569, "smiles": "CC(C)(C)[SH](=N)=N"}

***

(3)
{"formula": "C10H13N3", "method": "ωB97M-V/def2-TZVPD", "symbols": ["C", "C", "C", "C", "C", "C", "C", "C", "C", "C", "H", "H", "H", "H", "H", "H", "H", "H", "H", "H", "H", "H", "H", "N", "N", "N"], "xyz": [[0.09, -0.01, -1.59], [-1.26, -0.76, -1.61], [-2.41, 0.12, -1.85], [-2.30, 0.00, 0.43], [-1.10, -0.78, -0.02], [1.11, 0.10, 0.60], [2.40, 0.27, 0.13], [3.43, 0.29, 1.10], [3.07, 0.22, 2.47], [0.86, -0.03, 1.97], [0.16, 0.83, -2.28], [0.90, -0.81, -1.76], [-1.43, -1.74, -2.00], [-2.36, 0.88, -2.69], [-3.32, -0.51, -1.97], [-1.60, 1.60, -0.64], [-2.09, 0.48, 1.35], [-3.24, -0.63, 0.44], [-0.97, -1.73, 0.36], [2.64, 0.32, -0.98], [4.44, 0.39, 0.78], [3.90, 0.34, 3.17], [-0.14, -0.16, 2.47], [-2.55, 0.99, -0.63], [-0.04, 0.26, -0.19], [1.81, 0.09, 2.92]], "lumo_energy_ev": 0.8473, "smiles": "c1cncc(N2C[C@@H]3CNC[C@@H]32)c1"}

***

(4)
{"formula": "C22H30N6O2STi", "method": "ωB97M-V/def2-TZVPD", "symbols": ["Ti", "C", "N", "C", "C", "C", "N", "C", "C", "C", "C", "C", "C", "C", "O", "C", "C", "C", "N", "C", "C", "C", "C", "C", "C", "C", "O", "H", "H", "H", "H", "H", "H", "H", "H", "H", "H", "H", "H", "H", "H", "H", "H", "H", "H", "H", "H", "H", "H", "H", "H", "H", "N", "N", "C", "N", "S", "H", "H", "H", "H", "H"], "xyz": [[0.54, -0.91, -0.28], [-1.13, 3.59, -0.81], [-0.17, 2.72, -1.47], [0.99, 3.48, -1.96], [2.32, 2.77, -1.70], [2.63, 2.64, -0.23], [1.71, 1.68, 0.46], [1.63, 1.89, 1.88], [0.54, 1.29, 2.57], [0.46, 1.37, 3.98], [-0.59, 0.87, 4.71], [-1.66, 0.22, 4.09], [-1.60, 0.10, 2.70], [-0.54, 0.60, 1.98], [-0.56, 0.34, 0.60], [-0.78, 1.96, -2.56], [-1.90, 1.00, -2.13], [-1.71, -0.47, -2.52], [-1.16, -1.27, -1.40], [-1.89, -2.19, -0.89], [-1.65, -3.07, 0.27], [-2.65, -4.04, 0.46], [-2.60, -4.95, 1.49], [-1.53, -4.88, 2.38], [-0.53, -3.93, 2.23], [-0.58, -3.01, 1.19], [0.42, -2.12, 1.09], [-1.54, 4.36, -1.49], [-0.66, 4.08, 0.04], [-1.96, 3.01, -0.41], [1.01, 4.45, -1.46], [0.88, 3.69, -3.03], [3.12, 3.35, -2.16], [2.33, 1.78, -2.17], [2.50, 3.59, 0.29], [3.64, 2.28, -0.05], [2.52, 2.26, 2.34], [1.28, 1.87, 4.50], [-0.58, 0.97, 5.79], [-2.49, -0.18, 4.64], [-2.39, -0.41, 2.16], [0.01, 1.41, -3.06], [-1.18, 2.67, -3.31], [-2.85, 1.32, -2.57], [-2.02, 1.05, -1.05], [-1.01, -0.59, -3.35], [-2.66, -0.93, -2.80], [-2.86, -2.38, -1.37], [-3.48, -4.06, -0.24], [-3.37, -5.69, 1.62], [-1.47, -5.57, 3.20], [0.29, -3.86, 2.92], [2.03, 0.31, 0.01], [1.74, -2.36, -1.20], [2.38, -1.95, -2.29], [3.55, -2.52, -2.65], [1.73, -0.65, -3.17], [0.78, 1.84, 0.04], [2.78, 0.01, 0.63], [2.15, -3.16, -0.72], [3.85, -3.38, -2.22], [3.95, -2.27, -3.54]], "lumo_energy_ev": [-0.5386, -0.5385]}

***

(5)
{"formula": "C15H19Cl8F6NO2S", "method": "ωB97M-V/def2-TZVPD", "symbols": ["O", "S", "O", "F", "N", "C", "C", "C", "C", "C", "C", "C", "C", "C", "C", "F", "F", "C", "F", "F", "F", "H", "H", "H", "H", "H", "H", "H", "H", "H", "H", "H", "C", "Cl", "Cl", "H", "H", "C", "Cl", "Cl", "H", "H", "C", "Cl", "Cl", "H", "H", "C", "Cl", "Cl", "H", "H"], "xyz": [[-2.26, -1.98, 3.69], [-2.41, -1.15, 2.44], [-3.84, -1.10, 1.99], [-1.97, 0.43, 2.90], [-1.30, -1.57, 1.20], [-1.66, -0.93, -0.11], [-0.37, -0.37, -0.92], [0.33, 0.86, -0.15], [1.78, 0.52, 0.45], [2.73, -0.59, -0.09], [4.11, -0.91, 0.54], [4.62, -0.09, 1.81], [3.67, 1.05, 2.32], [2.27, 1.37, 1.68], [-1.08, -3.03, 1.10], [-2.21, -3.83, 1.45], [-0.70, -3.45, -0.22], [0.22, -3.37, 2.04], [0.03, -4.51, 2.85], [1.33, -3.61, 1.16], [0.61, -2.23, 2.81], [-2.29, 0.02, 0.14], [-2.28, -1.60, -0.79], [-0.72, -0.04, -1.97], [0.31, -1.27, -1.08], [0.32, 1.84, -0.75], [-0.35, 1.07, 0.78], [2.41, -1.24, -0.99], [4.72, -1.75, 0.07], [5.62, -0.30, 2.33], [4.00, 1.69, 3.21], [1.66, 2.22, 2.16], [8.22, -0.51, -0.01], [9.01, 0.91, 0.71], [6.52, -0.62, 0.50], [8.26, -0.42, -1.09], [8.75, -1.41, 0.31], [-5.44, -0.57, -1.37], [-5.70, -0.68, -3.12], [-4.33, 0.75, -0.98], [-6.40, -0.39, -0.88], [-5.02, -1.51, -1.01], [1.36, 5.42, 1.12], [-0.37, 5.28, 0.76], [2.13, 3.83, 1.18], [1.83, 6.01, 0.34], [1.48, 5.91, 2.08], [-7.58, 1.08, -6.02], [-7.85, 0.96, -7.76], [-6.47, 2.40, -5.63], [-8.54, 1.26, -5.53], [-7.16, 0.14, -5.66]], "lumo_energy_ev": -0.5216}